[1]
{
  "formula": "C3H7N3O",
  "method": "the ωB97M-V functional and the def2-TZVPD basis",
  "gap_ev": 10.08,
  "homo_ev": -9.231,
  "lumo_ev": 0.9,
  "species": ["C", "N", "C", "N", "C", "O", "N", "H", "H", "H", "H", "H", "H", "H"],
  "coordinates": [[1.89, 0.77, -0.45], [0.49, 0.83, -0.61], [-0.09, -0.21, -0.10], [0.67, -1.14, 0.63], [-1.55, -0.27, 0.23], [-1.96, -1.14, 0.99], [-2.31, 0.68, -0.36], [2.41, -0.05, -0.96], [1.80, -0.05, 0.70], [2.37, 1.74, -0.71], [0.08, -1.62, 1.30], [1.25, -1.81, 0.13], [-1.83, 1.46, -0.79], [-3.25, 0.81, -0.01]],
  "mulliken_charge": [-0.824, -0.460, 0.530, -0.489, 0.390, -0.660, -0.395, 0.243, 0.376, 0.264, 0.253, 0.246, 0.263, 0.262]
}


[2]
{
  "formula": "C3H7N3O",
  "method": "the ωB97M-V functional and the def2-TZVPD basis",
  "gap_ev": 9.30,
  "homo_ev": -8.528,
  "lumo_ev": 0.8,
  "species": ["C", "N", "C", "O", "N", "C", "N", "H", "H", "H", "H", "H", "H", "H"],
  "coordinates": [[-0.71, -1.31, 0.83], [0.20, -0.21, 0.47], [1.30, -0.46, -0.57], [2.13, -1.33, -0.46], [0.92, 0.51, -1.36], [-0.41, 0.98, -0.30], [-0.37, 2.08, 0.37], [-1.28, -1.59, -0.06], [-1.39, -0.96, 1.60], [-0.14, -2.18, 1.18], [0.59, 0.23, 1.31], [1.46, 0.88, -2.12], [-1.24, 0.63, -0.92], [-1.09, 2.72, 0.04]],
  "mulliken_charge": [-0.863, -0.094, 0.301, -0.575, -0.313, 0.204, -0.842, 0.329, 0.353, 0.315, 0.358, 0.211, 0.399, 0.217]
}


[3]
{
  "formula": "C3H7N3O2",
  "method": "the ωB97M-V functional and the def2-TZVPD basis",
  "gap_ev": 7.88,
  "homo_ev": -8.445,
  "lumo_ev": -0.6,
  "species": ["C", "C", "C", "H", "H", "H", "H", "H", "H", "H", "N", "N", "N", "O", "O"],
  "coordinates": [[-0.92, 0.38, 1.85], [-0.86, -0.46, 0.58], [1.46, 0.09, -0.79], [-1.60, -0.20, 2.81], [-1.59, 1.48, 1.64], [0.13, 0.84, 1.74], [0.73, -1.86, -1.42], [2.54, -0.23, -1.58], [1.92, 1.78, 0.11], [-1.31, 0.21, -2.72], [0.98, -1.03, -0.70], [1.02, 1.02, 0.05], [-1.55, -0.11, -0.51], [0.25, -1.29, 0.50], [-1.19, -0.62, -1.56]],
  "mulliken_charge": [-0.870, 0.665, -0.022, 0.266, 0.241, 0.357, 0.335, 0.224, 0.233, 0.328, -0.081, -0.621, -0.234, -0.347, -0.474]
}


[4]
{
  "formula": "C3H7N3O2",
  "method": "the ωB97M-V functional and the def2-TZVPD basis",
  "gap_ev": 8.66,
  "homo_ev": -8.983,
  "lumo_ev": -0.3,
  "species": ["C", "C", "C", "H", "H", "H", "H", "H", "H", "H", "N", "N", "N", "O", "O"],
  "coordinates": [[-1.43, -0.26, 2.08], [-0.90, -0.58, -0.33], [1.58, -0.32, -0.58], [-0.88, -0.98, 2.72], [-1.31, 0.73, 2.33], [-2.39, -0.47, 2.57], [-2.71, -0.67, 0.64], [-0.33, -1.31, -1.97], [1.99, -1.25, -0.96], [1.00, 1.78, 0.83], [-1.69, -0.46, 0.77], [-1.43, -1.08, -1.52], [2.16, 0.91, -1.01], [0.35, -0.33, 0.20], [1.62, 2.03, -0.31]],
  "mulliken_charge": [-0.998, 0.494, -0.214, 0.294, 0.383, 0.346, 0.273, 0.261, 0.533, 0.369, -0.172, -0.661, -0.130, -0.396, -0.383]
}


[5]
{
  "formula": "C3H7N3O2",
  "method": "the ωB97M-V functional and the def2-TZVPD basis",
  "gap_ev": 9.62,
  "smiles": "N[C@H]1CN[C@@H]1[N+](=O)[O-]",
  "homo_ev": -9.315,
  "lumo_ev": 0.3,
  "species": ["C", "C", "C", "N", "N", "N", "O", "O", "H", "H", "H", "H", "H", "H", "H"],
  "coordinates": [[1.30, 0.54, 0.06], [0.35, -0.34, -0.72], [-0.81, -0.02, 0.43], [0.19, 0.98, 0.87], [0.14, 0.12, -2.02], [-1.20, -1.12, 1.35], [-2.00, -1.95, 0.96], [-0.62, -1.19, 2.41], [2.20, 0.39, 0.66], [1.61, 1.33, -0.77], [0.57, -1.38, -0.82], [-1.71, 0.50, 0.17], [0.33, 1.06, 1.94], [-0.60, -0.11, -2.54], [0.27, 1.20, -1.98]],
  "mulliken_charge": [-0.673, 0.154, -0.073, -0.405, -0.627, 0.879, -0.554, -0.550, 0.315, 0.128, 0.390, 0.287, 0.315, 0.204, 0.210]
}


[6]
{
  "formula": "C3H7N3O2",
  "method": "the ωB97M-V functional and the def2-TZVPD basis",
  "gap_ev": [7.99, 8.06],
  "homo_ev": [-8.154, -8.653],
  "lumo_ev": [-0.2, -0.6],
  "species": ["C", "C", "C", "N", "N", "N", "O", "O", "H", "H", "H", "H", "H", "H", "H"],
  "coordinates": [[1.73, -1.39, 0.08], [-0.87, -0.27, 1.16], [-0.97, 0.50, -1.21], [1.41, 2.15, -0.06], [1.06, -0.35, -0.46], [-0.18, -0.01, -0.09], [2.93, -1.57, 0.05], [0.33, 2.05, 0.36], [1.03, -2.08, 0.40], [-0.04, -0.66, 1.85], [-1.13, 0.80, 1.51], [-1.76, -0.91, 0.95], [-0.31, 1.14, -1.91], [-1.22, -0.36, -1.86], [-2.00, 0.96, -0.78]],
  "mulliken_charge": [-0.066, -0.824, -0.759, 0.111, -0.620, 0.493, -0.546, -0.090, 0.427, 0.389, 0.284, 0.294, 0.319, 0.324, 0.265]
}


[7]
{
  "formula": "C3H7N3O2",
  "method": "the ωB97M-V functional and the def2-TZVPD basis",
  "gap_ev": 10.40,
  "smiles": "[H]/N=C(/N)ON(C)C=O",
  "homo_ev": -9.751,
  "lumo_ev": 0.6,
  "species": ["C", "C", "C", "H", "H", "H", "H", "H", "H", "H", "N", "N", "N", "O", "O"],
  "coordinates": [[0.66, -0.15, 1.57], [-1.20, -0.42, -0.89], [1.43, 1.63, -0.03], [0.86, 0.45, 2.56], [-0.17, -0.85, 1.70], [1.66, -0.74, 1.45], [-0.40, -2.33, -1.57], [-2.00, -2.06, -2.05], [-1.55, 1.19, -0.11], [1.47, 1.71, -1.14], [0.44, 0.66, 0.38], [-1.28, -1.68, -1.35], [-2.03, 0.41, -0.52], [0.14, -0.21, -0.63], [1.97, 2.39, 0.64]],
  "mulliken_charge": [-0.828, 0.501, -0.119, 0.280, 0.318, 0.273, 0.269, 0.277, 0.385, 0.383, 0.034, -0.442, -0.691, -0.234, -0.405]
}


[8]
{
  "formula": "C3H7N3O2",
  "method": "the ωB97M-V functional and the def2-TZVPD basis",
  "gap_ev": 9.56,
  "homo_ev": -9.452,
  "lumo_ev": 0.1,
  "species": ["C", "C", "C", "N", "N", "N", "O", "O", "H", "H", "H", "H", "H", "H", "H"],
  "coordinates": [[0.42, 0.43, 0.08], [2.44, -0.78, -0.80], [0.98, -0.85, -0.51], [-3.66, 0.86, 1.58], [-2.59, 0.71, 0.80], [-1.71, 1.33, -0.05], [0.79, 1.23, 0.89], [-0.78, 0.40, -0.54], [2.80, 0.10, -1.40], [3.16, -0.66, 0.08], [2.97, -1.63, -1.26], [0.34, -1.06, -1.32], [0.90, -1.57, 0.17], [-3.71, 1.85, 1.60], [-2.36, -0.36, 0.67]],
  "mulliken_charge": [0.636, -1.191, -0.257, -0.624, 0.624, -0.511, -0.527, -0.180, 0.305, 0.280, 0.350, 0.304, 0.306, 0.240, 0.244]
}


[9]
{
  "formula": "C3H7N3O2",
  "method": "the ωB97M-V functional and the def2-TZVPD basis",
  "gap_ev": 9.54,
  "smiles": "[H]/N=C(NO)\\C(C)=N/O",
  "homo_ev": -8.955,
  "lumo_ev": 0.6,
  "species": ["C", "C", "C", "H", "H", "H", "H", "H", "H", "H", "N", "N", "N", "O", "O"],
  "coordinates": [[-2.03, -0.28, -0.93], [-0.85, 0.20, -0.13], [0.15, -0.73, 0.39], [-2.98, 0.47, -0.66], [-2.52, -1.16, -0.30], [-1.89, -0.30, -2.21], [1.01, 2.26, 1.26], [-1.41, -0.82, 1.69], [2.15, -1.59, -0.07], [1.74, 0.58, -0.58], [-0.55, 1.47, 0.02], [-0.35, -1.10, 1.61], [1.24, -1.11, -0.31], [0.76, 1.39, 0.67], [1.47, -0.06, -1.22]],
  "mulliken_charge": [-0.884, 0.395, 0.743, 0.313, 0.296, 0.247, 0.317, 0.277, 0.280, 0.382, -0.483, -0.769, -0.184, -0.504, -0.426]
}


[10]
{
  "formula": "C3H7N3O3",
  "method": "the ωB97M-V functional and the def2-TZVPD basis",
  "gap_ev": 9.47,
  "smiles": "C[C@H](N[N+](=O)[O-])C(N)=O",
  "homo_ev": -10.054,
  "lumo_ev": -0.6,
  "species": ["C", "C", "C", "H", "H", "H", "H", "H", "H", "H", "N", "N", "N", "O", "O", "O"],
  "coordinates": [[1.59, -0.14, 0.00], [0.18, 0.07, 0.63], [0.03, 1.48, 0.96], [2.18, 0.01, 0.83], [1.95, 0.63, -0.62], [1.56, -1.26, -0.40], [-0.27, -0.35, 1.56], [0.16, 0.33, -1.32], [-1.72, 1.72, 0.11], [-1.17, 3.24, 0.77], [-0.61, -0.12, -0.60], [-0.60, -1.49, -0.91], [-1.14, 2.01, 0.88], [-0.62, -1.76, -2.06], [-0.10, -2.31, -0.07], [1.10, 2.12, 1.38]],
  "mulliken_charge": [-1.581, 0.518, 0.069, 0.428, 0.538, 0.400, 0.380, 0.403, 0.318, 0.358, -0.483, 0.846, -0.478, -0.553, -0.516, -0.646]
}


[11]
{
  "formula": "C3H7N3O3",
  "method": "the ωB97M-V functional and the def2-TZVPD basis",
  "gap_ev": 10.78,
  "smiles": "[H]/N=C(/OC)O/[N+]([O-])=N/C",
  "homo_ev": -10.053,
  "lumo_ev": 0.7,
  "species": ["C", "C", "C", "N", "N", "N", "O", "O", "O", "H", "H", "H", "H", "H", "H", "H"],
  "coordinates": [[1.43, 0.18, 0.23], [-2.34, 0.25, 1.30], [1.66, -1.55, -1.46], [1.94, 0.84, 1.17], [-0.98, 0.19, 0.79], [-0.82, 0.80, -0.28], [0.59, 0.73, -0.71], [-1.57, 1.44, -0.97], [1.83, -1.08, -0.09], [-2.44, 1.33, 1.81], [-3.11, 0.63, 0.50], [-2.62, -0.62, 1.81], [2.52, -1.27, -1.99], [0.73, -1.16, -1.95], [1.50, -2.62, -1.37], [1.68, 1.90, 1.22]],
  "mulliken_charge": [0.820, -0.755, -0.589, -0.669, -0.455, 1.120, -0.403, -0.673, -0.361, 0.292, 0.261, 0.322, 0.281, 0.288, 0.242, 0.278]
}


[12]
{
  "formula": "C3H7N3OS",
  "method": "the ωB97M-V functional and the def2-TZVPD basis",
  "gap_ev": 8.67,
  "smiles": "CN(N)C(=S)/C=N\\O",
  "homo_ev": -8.514,
  "lumo_ev": 0.2,
  "species": ["C", "C", "C", "H", "H", "H", "H", "H", "H", "H", "N", "N", "N", "O", "S"],
  "coordinates": [[1.72, -0.85, 0.17], [-0.01, 0.64, 0.93], [-1.43, 1.27, 0.71], [1.83, -2.06, 0.60], [2.59, -0.24, 0.72], [2.19, -1.09, -0.91], [0.17, -0.88, -1.56], [-0.74, -1.89, -0.58], [-1.95, 1.80, 1.60], [-1.46, 0.25, -1.53], [0.41, -0.38, 0.29], [-0.43, -0.81, -0.76], [-2.02, 1.73, -0.36], [-1.67, 1.26, -1.51], [0.79, 1.26, 2.19]],
  "mulliken_charge": [-0.880, 0.464, -0.298, 0.264, 0.275, 0.287, 0.339, 0.282, 0.320, 0.440, 0.322, -0.801, -0.246, -0.389, -0.380]
}


Computed calculated total energy, in the same sequence as the records: -357.9736 -357.9516 -432.8396 -433.0105 -433.0865 -433.0468 -433.1680 -433.0699 -433.0160 -508.2761 -508.3025 -756.0129 Ha.
Computed energy above the lowest of the compared OMol25 structures with the same formula, charge and spin, in the same sequence as the records: 200.3 258.0 1268.5 819.9 620.4 724.5 406.3 663.9 805.4 744.9 675.6 581.4 kJ/mol.